DFT (ωB97M-V/def2-TZVPD) results for C38H86NO30P6Zr as an isolated structure.

Element x y z (Å)
Zr 0.1035 -0.2267 0.4516
P 1.0839 1.6053 -0.9712
O -0.3478 1.5824 -0.4695
O 1.6318 1.1053 0.3553
O 1.7427 2.5765 -1.8458
O 1.0221 0.1105 -1.3999
C 3.2397 2.0938 -4.6927
C 3.9817 2.5979 -5.8447
N 4.5539 2.9545 -6.8146
H 3.9020 1.7303 -3.9071
H 2.5798 1.3428 -5.1271
H 2.5245 2.8459 -4.3595
C 2.2804 -3.9100 -4.4247
C 2.4036 -3.4226 -2.9408
O 1.0612 -3.4923 -2.5002
P 0.8719 -3.5932 -0.9062
O 0.9897 -2.2371 -0.1995
O -0.6330 -4.3037 -0.7082
C -1.0608 -5.2512 -1.5548
C -2.0521 -6.2618 -0.8517
O 1.8878 -4.7375 -0.4180
C 1.8185 -5.4080 0.7983
C 3.1178 -6.0108 1.2599
H 1.6717 -4.8109 -4.5021
H 1.6101 -3.3201 -5.0499
H 3.2691 -4.0173 -4.8709
H 3.1848 -4.0174 -2.4675
H 2.7376 -2.3851 -2.9554
H -1.5832 -4.8287 -2.4131
H -0.1532 -5.6636 -1.9956
H -3.0046 -6.4807 -1.3344
H -1.5938 -7.2489 -0.7905
H -2.2649 -5.9550 0.1724
H 1.4853 -4.7172 1.5728
H 1.1155 -6.2046 0.5548
H 3.7025 -5.2175 1.7257
H 2.8154 -6.9071 1.8014
H 3.7843 -6.3304 0.4589
C -4.5623 3.9101 -0.5602
C -3.3716 3.0065 -0.0053
O -3.9526 2.1032 0.8384
P -3.4501 0.5240 0.8248
O -2.0384 0.1793 0.8108
O -4.0664 -0.1051 2.2208
C -5.3629 -0.0961 2.6312
C -5.5342 -0.5081 4.1472
O -4.3538 -0.1834 -0.3410
C -5.6735 0.1876 -0.6643
C -6.5566 -1.0327 -1.0048
H -4.0954 4.7077 -1.1380
H -5.3765 3.4668 -1.1335
H -5.0782 4.2172 0.3495
H -2.8166 2.6883 -0.8878
H -2.5650 3.4693 0.5634
H -5.6761 0.9124 2.3611
H -5.9276 -0.7970 2.0164
H -6.6173 -0.3988 4.2022
H -5.1682 -1.5169 4.3382
H -5.2104 0.2543 4.8557
H -6.1496 0.8903 0.0195
H -5.5384 0.7955 -1.5590
H -6.3270 -1.3863 -2.0099
H -6.4623 -1.9095 -0.3641
H -7.6448 -0.9847 -0.9647
C 0.5059 4.6023 1.8012
C 1.4947 3.7079 2.6062
O 0.9304 2.9225 3.6705
P -0.3228 1.8844 3.4992
O -0.1459 0.9033 2.3322
O -1.6935 2.7341 3.2781
C -2.0738 3.7417 4.1696
C -3.5562 4.1400 3.7962
O -0.4687 1.2123 4.9559
C 0.4008 0.2674 5.4722
C 1.4496 1.0485 6.1896
H 1.0225 5.1238 0.9954
H -0.0669 3.9381 1.1539
H -0.0796 5.3223 2.3728
H 2.1938 3.1230 2.0084
H 2.2322 4.3616 3.0718
H -1.7270 3.3734 5.1351
H -1.4272 4.6062 4.0194
H -3.4227 4.6382 2.8359
H -4.2457 3.3303 3.5574
H -3.9909 4.8381 4.5116
H -0.0875 -0.2887 6.2725
H 0.6996 -0.5011 4.7593
H 1.9045 0.4570 6.9842
H 2.2124 1.5166 5.5673
H 1.0311 1.9180 6.6966
C 0.3591 -0.5272 -5.8740
C 0.0963 -0.3299 -4.3695
O -0.6907 -1.4723 -3.8736
P -1.7508 -1.2958 -2.7255
O -1.3121 -1.2910 -1.2826
O -2.5499 0.0252 -3.2634
C -3.1361 0.0892 -4.5240
C -4.0539 1.4142 -4.5552
O -2.7198 -2.5718 -3.0844
C -3.7441 -2.9841 -2.2134
C -4.9058 -3.6220 -3.0014
H -0.5952 -0.3838 -6.3810
H 0.7642 0.4152 -6.2426
H 0.6888 -1.5025 -6.2321
H 1.1285 -0.3558 -4.0203
H -0.3683 0.6077 -4.0642
H -2.4440 0.2150 -5.3566
H -3.7265 -0.7913 -4.7773
H -3.3890 2.2758 -4.6155
H -4.5705 1.6436 -5.4871
H -4.8698 1.4603 -3.8339
H -3.3459 -3.8437 -1.6744
H -4.1045 -2.3211 -1.4269
H -4.7512 -4.5311 -3.5827
H -5.7278 -3.9330 -2.3567
H -5.2856 -2.8706 -3.6937
C 2.7574 -3.3344 6.0648
C 3.0036 -3.4497 4.5540
O 2.1609 -2.5307 3.7918
P 2.8744 -1.5647 2.6079
O 1.8492 -0.8286 1.8368
O 3.8728 -0.5971 3.4547
C 4.3122 0.7078 2.9938
C 5.5652 0.9842 3.8849
O 3.7921 -2.6243 1.7711
C 4.6129 -2.1293 0.6503
C 5.7250 -3.1801 0.4557
H 1.7575 -3.6650 6.3460
H 3.5179 -3.8475 6.6534
H 2.7826 -2.3664 6.5654
H 4.0599 -3.3060 4.3270
H 2.7854 -4.4429 4.1615
H 4.6930 0.8501 1.9824
H 3.6509 1.5317 3.2619
H 5.3837 0.7094 4.9239
H 6.2252 0.1284 3.7435
H 6.1770 1.8670 3.6993
H 4.0004 -1.9468 -0.2327
H 5.0812 -1.1668 0.8565
H 6.2691 -3.2098 1.3998
H 5.4359 -4.1225 -0.0096
H 6.6626 -2.8795 -0.0119
C -0.4321 3.8531 -3.3084
C -0.6299 4.5496 -2.0102
O -1.8827 5.1989 -2.2760
C -2.3910 4.9246 -3.5290
O -3.4348 5.3720 -4.0846
O -1.5672 4.0521 -4.1479
H -0.2824 2.7939 -3.0988
H 0.4757 4.1927 -3.8069
H 0.2375 5.2097 -2.0094
H -0.7846 3.8299 -1.2063
C 4.1007 4.0663 -0.0079
C 5.0037 3.6373 -1.1845
O 6.2297 3.6229 -0.4812
C 6.0961 3.5577 0.9111
O 6.9932 3.5334 1.6831
O 4.8306 3.9114 1.2064
H 3.1949 3.4628 -0.0650
H 3.7508 5.0805 -0.2006
H 5.0632 4.4074 -1.9536
H 4.7521 2.7375 -1.7458

Atoms 1-6, force components in eV/Å:
1.004 -0.008 -1.487
1.222 -2.431 -1.145
-4.411 3.047 -0.106
3.796 2.292 4.408
-0.043 1.083 -0.014
-0.063 -2.453 -3.661

The total charge is +1. As for the energy above the lowest of the compared OMol25 structures with the same formula, charge and spin: 159.7 kcal per mole. As for the molar mass: 1314.15 g/mol. For the gap between HOMO and LUMO, the calculation gives 8.7 eV. The value obtained for the calculated total energy is -5907.06142 a.u. Its highest occupied orbital energy is -10.51 eV.